Entry 1:
Molecular formula: C3H12NO2S
Method: DFT, ωB97M-V/def2-TZVPD

For the gap between HOMO and LUMO, the calculation gives 9.57 eV. As for the LUMO energy: -0.11825 Eh. As for the spin multiplicity: 1. Its charge is +1. The HOMO energy is -12.8 eV. The value obtained for the total energy is -724.6656 Eh. For the relative energy (zero: lowest compared OMol25 entry of this formula, charge and spin), the calculation gives 17.4 kcal per mole.

Each line ends with the Mulliken charge.
Atoms and positions in Å:
1 S -1.553 -2.298 -0.181  -0.17
2 O 1.279 1.720 -1.820  -0.54
3 O 0.485 1.892 2.999  -0.61
4 N -0.073 1.037 0.519  -0.32
5 C 1.315 0.376 -1.341  -1.09
6 C -0.023 0.083 -0.638  0.06
7 C 0.024 -1.355 -0.150  -0.71
8 H 0.530 1.839 0.311  0.35
9 H 1.487 -0.313 -2.161  0.48
10 H 2.134 0.439 -0.619  0.41
11 H 0.276 1.708 3.921  0.31
12 H -2.365 -1.293 -0.527  0.12
13 H -1.014 1.361 0.727  0.35
14 H 0.773 -1.954 -0.663  0.38
15 H 0.805 2.801 2.987  0.30
16 H 0.341 -1.438 0.892  0.38
17 H 0.959 1.806 -2.725  0.33
18 H -0.759 0.325 -1.403  0.50
19 H 0.329 0.634 1.367  0.46

Entry 2:
Molecular formula: C3H12NO3
Method: DFT, ωB97M-V/def2-TZVPD

For the gap between HOMO and LUMO (alpha / beta), the calculation gives 7.12 / 3.34 eV. As for the LUMO energy (alpha / beta): -0.39803 / -0.53641 Eh. As for the spin multiplicity: 2. Its charge is +2. The HOMO energy (alpha / beta) is -18.0 / -17.9 eV. The value obtained for the total energy is -401.1736 Eh. For the relative energy (zero: lowest compared OMol25 entry of this formula, charge and spin), the calculation gives 19.0 kcal per mole.

Each line ends with the Mulliken charge.
Atoms and positions in Å:
1 O -1.725 1.445 -0.894  0.04
2 O 2.190 -0.003 -1.266  -0.61
3 O 0.745 -2.354 -1.267  -0.57
4 N -0.041 0.044 0.679  -0.19
5 C -1.338 0.577 1.281  -0.39
6 C -2.260 1.090 0.105  0.30
7 C 1.153 0.040 1.706  -1.00
8 H 2.725 0.305 -2.016  0.32
9 H 0.727 -0.209 2.699  0.45
10 H 2.910 -0.160 -0.581  0.32
11 H 0.608 -2.229 -2.211  0.30
12 H -1.087 1.394 1.962  0.45
13 H -3.344 1.299 0.292  0.41
14 H 1.672 1.011 1.664  0.40
15 H 0.238 0.599 -0.156  0.40
16 H 1.172 -3.215 -1.202  0.31
17 H -1.916 -0.174 1.830  0.40
18 H 1.835 -0.766 1.444  0.38
19 H -0.037 -0.998 0.476  0.31

Entry 3:
Molecular formula: C3H12NO4
Method: DFT, ωB97M-V/def2-TZVPD

For the gap between HOMO and LUMO (alpha / beta), the calculation gives 10.76 / 7.18 eV. As for the LUMO energy (alpha / beta): 0.00555 / -0.12565 Eh. As for the spin multiplicity: 2. Its charge is 0. The HOMO energy (alpha / beta) is -10.6 / -10.6 eV. The value obtained for the total energy is -476.9669 Eh. For the relative energy (zero: lowest compared OMol25 entry of this formula, charge and spin), the calculation gives 104.4 kcal per mole.

Each line ends with the Mulliken charge.
Atoms and positions in Å:
1 O 1.082 1.168 -2.092  -0.65
2 O 1.457 -2.436 -0.644  -0.66
3 O -1.092 1.490 2.750  -0.52
4 O -0.453 -1.148 -1.684  -0.49
5 N -0.730 0.550 -0.079  -0.52
6 C 0.245 0.028 0.903  -0.19
7 C -1.360 -0.539 -0.888  -0.35
8 C 0.460 1.066 1.972  -0.72
9 H 1.183 -0.183 0.381  0.34
10 H -1.439 0.943 0.535  0.30
11 H -0.453 1.871 1.933  0.25
12 H 1.233 1.826 1.872  0.36
13 H -2.172 0.054 -1.353  0.39
14 H -0.115 -0.927 1.305  0.40
15 H 0.586 1.416 -1.312  0.39
16 H 2.213 -2.220 -1.210  0.32
17 H 0.643 0.533 2.912  0.28
18 H 0.756 -1.821 -0.993  0.38
19 H -1.890 -1.333 -0.312  0.38
20 H 0.616 0.359 -2.317  0.32

Entry 4:
Molecular formula: C3H12NO5S2
Method: DFT, ωB97M-V/def2-TZVPD

For the gap between HOMO and LUMO, the calculation gives 8.73 eV. As for the LUMO energy: 0.11106 Eh. As for the spin multiplicity: 1. Its charge is -1. The HOMO energy is -5.7 eV. The value obtained for the total energy is -1348.9714 Eh. For the relative energy (zero: lowest compared OMol25 entry of this formula, charge and spin), the calculation gives 0.0 kcal per mole.

Each line ends with the Mulliken charge.
Atoms and positions in Å:
1 S -0.061 -0.059 -2.448  -0.10
2 S 0.270 -2.049 -2.275  -0.26
3 O -2.077 -2.398 0.840  -0.71
4 O -0.219 3.790 0.082  -0.70
5 O -0.356 -1.759 2.896  -0.77
6 O 1.248 2.113 1.467  -0.79
7 O 1.540 0.027 2.231  -0.83
8 N -1.223 0.729 0.498  -0.46
9 C 0.158 0.290 0.304  0.02
10 C 1.048 0.873 1.451  0.44
11 C 0.756 0.719 -1.036  -0.67
12 H -0.940 -1.017 3.053  0.32
13 H 0.343 3.133 0.592  0.42
14 H -0.566 -2.421 -1.264  0.20
15 H 0.210 -0.791 0.397  0.26
16 H -0.067 4.652 0.489  0.28
17 H -1.374 -2.412 1.533  0.44
18 H -1.738 0.653 -0.371  0.28
19 H 0.607 1.791 -1.173  0.21
20 H -1.250 1.710 0.761  0.31
21 H -2.331 -1.481 0.859  0.30
22 H 1.842 0.583 -1.049  0.42
23 H 0.488 -1.273 2.655  0.40

Entry 5:
Molecular formula: C3H12NOS
Method: DFT, ωB97M-V/def2-TZVPD

For the gap between HOMO and LUMO (alpha / beta), the calculation gives 4.21 / 9.73 eV. As for the LUMO energy (alpha / beta): 0.02450 / 0.01634 Eh. As for the spin multiplicity: 2. Its charge is 0. The HOMO energy (alpha / beta) is -3.5 / -9.3 eV. The value obtained for the total energy is -649.5521 Eh. For the relative energy (zero: lowest compared OMol25 entry of this formula, charge and spin), the calculation gives 6.5 kcal per mole.

Each line ends with the Mulliken charge.
Atoms and positions in Å:
1 S -1.652 2.186 2.667  -0.23
2 O 0.366 -1.088 -3.221  -0.59
3 N 1.246 -1.040 -0.177  -2.09
4 C -0.053 0.960 0.725  -0.15
5 C 0.075 -0.125 -0.367  -1.52
6 C -1.327 0.774 1.592  -0.85
7 H 0.877 -0.795 -3.982  0.30
8 H 0.840 0.950 1.353  0.39
9 H 0.038 -1.962 -3.461  0.33
10 H 2.140 -0.522 -0.378  0.89
11 H -0.853 -0.686 -0.447  0.39
12 H 1.116 -1.858 -0.819  0.80
13 H -0.134 1.965 0.300  0.38
14 H 0.198 0.367 -1.324  0.27
15 H 1.257 -1.420 0.798  0.79
16 H -1.206 -0.116 2.222  0.38
17 H -2.150 0.563 0.916  0.39
18 H -0.778 1.848 3.602  0.12

Entry 6:
Molecular formula: C3H12O2S
Method: DFT, ωB97M-V/def2-TZVPD

For the gap between HOMO and LUMO, the calculation gives 9.21 eV. As for the LUMO energy: 0.02194 Eh. As for the spin multiplicity: 1. Its charge is 0. The HOMO energy is -8.6 eV. The value obtained for the total energy is -670.1423 Eh. For the relative energy (zero: lowest compared OMol25 entry of this formula, charge and spin), the calculation gives 13.4 kcal per mole.

Each line ends with the Mulliken charge.
Atoms and positions in Å:
1 S 1.083 1.348 -0.672  -0.14
2 O -2.134 0.952 1.342  -0.59
3 O -2.736 -1.420 -1.046  -0.66
4 C 0.330 -1.267 -0.097  -0.83
5 C 2.175 1.289 0.740  -0.84
6 C 1.010 -0.408 -1.140  -0.48
7 H -2.640 1.774 1.244  0.30
8 H 2.000 -0.752 -1.447  0.39
9 H 2.745 0.376 0.735  0.28
10 H -3.270 -1.139 -0.293  0.31
11 H -2.768 -0.622 -1.588  0.31
12 H 1.681 1.345 1.713  0.26
13 H 0.891 -2.175 0.108  0.30
14 H 2.951 2.075 0.798  0.33
15 H -1.214 1.233 1.251  0.29
16 H 0.098 -0.761 0.827  0.23
17 H -0.657 -1.597 -0.415  0.26
18 H 0.454 -0.252 -2.059  0.29

Entry 7:
Molecular formula: C3H12O2S
Method: DFT, ωB97M-V/def2-TZVPD

For the gap between HOMO and LUMO, the calculation gives 9.33 eV. As for the LUMO energy: 0.01142 Eh. As for the spin multiplicity: 1. Its charge is 0. The HOMO energy is -9.0 eV. The value obtained for the total energy is -670.0978 Eh. For the relative energy (zero: lowest compared OMol25 entry of this formula, charge and spin), the calculation gives 41.3 kcal per mole.

Each line ends with the Mulliken charge.
Atoms and positions in Å:
1 S 0.108 2.989 -1.632  -0.25
2 O 1.800 1.383 4.129  -0.66
3 O 1.229 -3.797 0.491  -0.63
4 C -1.508 -0.874 -0.971  -0.92
5 C -1.281 0.492 -1.712  -0.44
6 C -0.025 1.252 -1.174  -0.49
7 H -0.708 -1.638 -1.001  0.20
8 H 1.392 1.977 4.882  0.34
9 H -0.822 0.348 -2.735  0.26
10 H -1.808 -0.729 0.158  0.27
11 H -0.024 1.062 -0.055  0.28
12 H -2.204 -1.534 -1.603  0.30
13 H 0.764 -3.333 1.104  0.29
14 H -2.186 1.097 -1.630  0.35
15 H 1.261 3.208 -0.838  0.14
16 H 1.821 -3.115 -0.028  0.33
17 H 1.340 0.494 4.211  0.33
18 H 0.848 0.716 -1.597  0.31

Entry 8:
Molecular formula: C3H12O2S2
Method: DFT, ωB97M-V/def2-TZVPD

For the gap between HOMO and LUMO, the calculation gives 9.32 eV. As for the LUMO energy: 0.00435 Eh. As for the spin multiplicity: 1. Its charge is 0. The HOMO energy is -9.2 eV. The value obtained for the total energy is -1068.3374 Eh. For the relative energy (zero: lowest compared OMol25 entry of this formula, charge and spin), the calculation gives 16.8 kcal per mole.

Each line ends with the Mulliken charge.
Atoms and positions in Å:
1 S -1.903 0.594 1.451  -0.10
2 S -1.557 0.660 -0.575  -0.08
3 O 4.569 2.646 -1.999  -0.64
4 O 3.741 -3.131 -2.410  -0.64
5 C 0.023 1.557 -0.604  -0.81
6 C -1.098 -0.986 1.923  -0.43
7 C -2.127 -2.084 2.127  -0.97
8 H -0.354 -1.143 1.162  0.27
9 H 0.158 2.140 -1.501  0.33
10 H 3.886 2.843 -1.347  0.32
11 H 4.628 1.685 -1.998  0.32
12 H -0.542 -0.820 2.846  0.35
13 H 3.066 -3.332 -1.753  0.32
14 H 3.267 -2.581 -3.045  0.32
15 H -2.895 -2.028 1.386  0.29
16 H 0.004 2.253 0.232  0.31
17 H -2.652 -1.852 3.063  0.26
18 H -1.798 -3.127 2.156  0.33
19 H 0.840 0.852 -0.487  0.25

Entry 9:
Molecular formula: C3H12O3
Method: DFT, ωB97M-V/def2-TZVPD

For the gap between HOMO and LUMO, the calculation gives 10.82 eV. As for the LUMO energy: 0.01869 Eh. As for the spin multiplicity: 1. Its charge is 0. The HOMO energy is -10.3 eV. The value obtained for the total energy is -347.1392 Eh. For the relative energy (zero: lowest compared OMol25 entry of this formula, charge and spin), the calculation gives 43.5 kcal per mole.

Each line ends with the Mulliken charge.
Atoms and positions in Å:
1 O 8.653 9.471 -23.240  -0.49
2 O 12.961 11.497 -25.262  -0.50
3 O 12.420 14.298 -20.720  -0.49
4 C 7.942 10.614 -23.395  -0.56
5 C 13.570 14.294 -19.937  -0.50
6 C 13.166 11.948 -26.596  -0.46
7 H 14.212 12.242 -26.682  0.20
8 H 9.037 9.528 -22.362  0.31
9 H 13.434 14.780 -18.970  0.22
10 H 8.614 11.472 -23.379  0.26
11 H 14.335 14.863 -20.465  0.23
12 H 12.171 10.955 -25.199  0.30
13 H 7.704 10.648 -24.458  0.22
14 H 7.028 10.649 -22.801  0.26
15 H 13.943 13.285 -19.760  0.23
16 H 12.491 12.761 -26.865  0.22
17 H 12.982 11.071 -27.217  0.24
18 H 12.679 14.017 -21.600  0.31

Entry 10:
Molecular formula: C3H12O3
Method: DFT, ωB97M-V/def2-TZVPD

For the gap between HOMO and LUMO, the calculation gives 10.63 eV. As for the LUMO energy: 0.02882 Eh. As for the spin multiplicity: 1. Its charge is 0. The HOMO energy is -9.8 eV. The value obtained for the total energy is -347.1552 Eh. For the relative energy (zero: lowest compared OMol25 entry of this formula, charge and spin), the calculation gives 33.5 kcal per mole.

Each line ends with the Mulliken charge.
Atoms and positions in Å:
1 O -11.369 24.373 -12.453  -0.51
2 O -12.317 26.698 -16.002  -0.54
3 O -11.147 24.965 -17.981  -0.53
4 C -10.993 23.629 -17.488  -0.31
5 C -10.532 23.751 -13.435  -0.44
6 C -12.455 27.887 -16.776  -0.63
7 H -12.568 28.798 -16.185  0.29
8 H -9.783 24.447 -13.829  0.25
9 H -11.487 23.561 -16.517  0.02
10 H -11.576 27.994 -17.413  0.25
11 H -11.550 25.501 -17.285  0.41
12 H -11.469 22.963 -18.206  0.25
13 H -10.870 24.314 -11.636  0.31
14 H -9.962 22.942 -12.960  0.32
15 H -9.935 23.398 -17.359  0.22
16 H -13.174 26.539 -15.591  0.29
17 H -11.069 23.306 -14.266  0.06
18 H -13.300 27.817 -17.472  0.29